C11H6N2 | the ωB97M-V functional and the def2-TZVPD basis

XYZ file:
```
19
Properties=species:S:1:pos:R:3:forces:R:3:lowdin_charge:R:1
C -3.810 -1.087 0.020 0.8 -0.8 0.5 0.1537
C -2.587 -1.047 0.003 -3.6 -0.2 0.0 -0.0445
C -1.205 -0.852 -0.010 1.0 0.0 -0.6 -0.2989
N -0.271 -1.751 0.053 0.5 1.1 0.4 0.1978
C 0.929 -1.000 0.063 -2.5 1.2 -0.9 -0.1988
C 2.205 -1.423 0.007 1.8 -0.2 -0.2 -0.0346
C 3.180 -0.435 -0.042 1.6 0.0 1.0 -0.0949
C 2.928 0.938 0.065 -0.5 -0.3 -0.4 -0.0813
C 1.608 1.378 0.022 -0.1 1.4 -0.2 -0.0185
C 0.637 0.415 -0.062 1.2 -2.7 0.5 -0.1455
N -0.722 0.460 -0.164 1.1 -2.2 0.1 0.0101
C -1.376 1.565 -0.123 -4.4 5.5 1.2 -0.1478
C -2.078 2.559 0.080 3.3 -4.6 -1.2 0.1891
H -4.886 -1.339 0.177 1.6 0.6 -0.4 0.0633
H 2.505 -2.464 -0.023 -0.3 0.1 0.1 0.1195
H 4.231 -0.765 0.029 -0.6 0.2 -0.3 0.1082
H 3.738 1.662 0.121 -0.2 -0.3 0.0 0.1051
H 1.325 2.453 0.028 0.3 -0.9 0.0 0.1248
H -2.538 3.428 0.312 -1.3 2.0 0.4 -0.0069
```
Forces are in eV/Å.

Summary:
- ΔE to the lowest compared entry with this formula, charge and spin (kcal per mole) = 0.0
- HOMO level (eV) = -8.63
- energy (eV) = -14480.03864
- strongest force on any atom (eV Å⁻¹) = 7.204
- SMILES = C#Cc1nc2ccccc2n1C#C
- Kohn-Sham gap (eV) = 8.705

=====

C11H6NO2 | the ωB97M-V functional and the def2-TZVPD basis

XYZ file:
```
20
Properties=species:S:1:pos:R:3:forces:R:3:lowdin_charge:R:1
O -3.666 -1.606 0.457 0.7 -3.0 0.4 0.0227
C -4.224 -0.558 0.565 0.5 2.5 -0.9 -0.7164
O -5.177 -0.070 1.119 -0.7 0.4 0.4 0.0064
C -3.268 0.426 -0.437 -0.3 0.1 1.6 0.0699
C -2.712 0.536 -1.560 1.1 1.3 0.3 0.0398
C -1.757 1.033 -0.452 -0.6 -0.1 -0.8 -0.2563
C -1.304 2.405 -0.195 2.1 -3.2 1.0 -0.0679
N -0.075 2.443 0.283 -0.7 0.9 -0.7 0.0807
C 0.419 1.133 0.301 -1.1 -0.4 0.4 -0.2751
C 1.582 0.712 0.934 -0.1 -0.7 -1.7 -0.0596
C 1.863 -0.689 0.973 -1.8 0.9 0.4 -0.0892
C 0.744 -1.598 0.661 1.2 2.2 -0.1 -0.0707
C -0.492 -1.083 0.133 2.1 -2.5 0.5 -0.0229
C -0.574 0.243 -0.152 -0.4 0.6 1.3 -0.1604
H -2.464 0.441 -2.559 -0.2 -0.4 -1.7 0.0796
H -1.905 3.224 -0.267 -1.4 2.4 -0.3 0.0756
H 2.196 1.579 1.145 0.7 -0.5 0.6 0.0916
H 2.862 -0.937 1.397 -1.1 -0.5 -0.4 0.0823
H 0.898 -2.646 0.870 -0.2 -0.1 -0.1 0.0685
H -1.338 -1.758 -0.024 0.2 0.3 0.1 0.1012
```
Forces are in eV/Å.

Summary:
- ΔE to the lowest compared entry with this formula, charge and spin (kcal per mole) = 0.0
- HOMO level (eV) = -4.64
- net charge = -1
- energy (eV) = -17087.72958
- strongest force on any atom (eV Å⁻¹) = 3.976
- SMILES = O=C([O-])C1=C[C@@]12C=Nc1ccccc12
- Kohn-Sham gap (eV) = 8.292

=====

C11H74NO25 | the ωB97M-V functional and the def2-TZVPD basis

XYZ file:
```
111
Properties=species:S:1:pos:R:3:forces:R:3:lowdin_charge:R:1
C 24.027 13.354 10.362 1.8 4.6 1.0 -0.0744
C 25.516 13.105 10.029 -0.3 0.4 -2.9 -0.2344
C 25.721 12.132 8.837 -1.3 -0.1 -1.8 -0.1416
C 27.220 11.738 8.423 -5.2 -3.3 0.4 -0.0668
N 27.350 11.103 7.017 -2.3 1.0 2.0 -0.1514
C 26.288 10.013 6.909 2.3 -1.1 -4.0 -0.0290
C 27.073 8.956 5.959 -2.9 3.4 -3.2 -0.1315
C 28.542 9.326 5.844 -1.7 0.6 0.7 -0.1386
C 28.628 10.357 6.955 3.2 4.7 -4.3 -0.0970
C 27.059 12.189 5.968 9.7 -1.0 -2.2 -0.0525
C 28.006 13.437 6.026 -0.5 0.7 1.9 -0.1916
C 27.671 14.553 4.956 4.3 -6.0 -0.6 -0.0042
H 23.354 12.565 10.446 -0.7 -1.8 0.6 0.0208
H 23.554 14.124 9.661 0.8 -1.1 0.7 0.0641
H 24.185 13.993 11.373 -1.2 -1.6 -2.0 0.1051
H 26.026 12.731 10.880 0.6 -0.1 0.8 0.0726
H 25.940 14.070 9.630 -0.2 -0.7 1.1 0.1313
H 25.113 12.532 7.945 1.2 0.1 0.9 0.1185
H 25.058 11.264 9.011 0.9 -0.3 0.2 0.0933
H 27.508 11.030 9.190 0.0 -0.9 -0.5 0.1048
H 27.848 12.461 8.643 3.1 3.9 -0.2 0.0508
H 25.329 10.330 6.501 0.4 0.2 0.1 0.1312
H 26.169 9.450 7.738 -0.5 -0.7 3.4 0.0567
H 26.513 9.033 4.949 1.1 -0.2 1.4 0.1301
H 27.088 7.952 6.118 -1.2 -2.7 1.5 0.0523
H 28.651 9.621 4.787 1.1 0.2 0.8 0.1170
H 29.024 8.439 6.204 1.1 -0.2 -0.6 0.1094
H 29.467 11.206 6.737 -1.8 -1.9 0.4 0.1806
H 28.931 10.055 7.883 0.1 -1.3 2.4 0.0918
H 26.131 12.395 5.875 -6.4 1.3 0.0 0.0484
H 27.443 11.901 4.916 -1.2 -1.0 1.6 0.1454
H 29.045 13.215 5.909 0.6 -1.1 -0.9 0.0620
H 28.134 13.768 7.069 -1.0 0.8 -0.2 0.1017
H 26.758 14.843 5.122 -5.0 2.0 0.4 -0.0271
H 27.773 13.889 3.997 -0.2 2.2 1.2 0.1088
H 28.404 15.292 5.114 0.8 1.0 -0.5 0.0531
O 22.561 15.794 7.376 -1.4 1.3 -1.6 -0.0854
H 22.133 16.482 6.741 0.7 -2.0 1.7 0.1554
H 21.868 15.169 7.680 0.3 0.8 -0.3 0.0829
O 30.975 16.778 5.729 0.6 -0.2 -2.7 -0.1135
H 31.023 16.895 4.695 -0.7 -0.1 3.3 0.1027
H 30.138 17.085 6.097 0.1 0.2 -0.7 0.0191
O 23.490 14.654 14.015 1.7 -0.6 1.7 -0.0016
H 22.924 14.235 13.411 -1.4 -0.3 -1.3 0.0141
H 23.500 15.595 13.953 -0.4 0.9 -0.4 0.0480
O 28.120 13.767 11.972 4.2 0.8 -3.5 -0.0054
H 27.544 13.620 12.622 -5.2 -0.9 3.8 -0.0889
H 28.883 13.613 12.535 1.1 0.1 -0.6 0.0762
O 23.472 16.507 9.832 1.4 1.3 2.3 -0.0529
H 23.954 17.353 10.024 -0.7 -1.2 -0.2 0.1132
H 23.282 16.491 8.919 -0.1 0.1 -2.0 -0.0339
O 20.946 15.827 10.191 1.1 4.5 -8.0 0.0152
H 21.887 16.037 10.063 -0.1 0.0 0.9 -0.0202
H 20.776 15.369 10.882 -1.3 -4.7 7.3 -0.0844
O 29.084 12.695 1.554 -3.0 -1.7 -0.6 0.0049
H 29.606 12.437 2.267 1.7 -0.5 2.0 -0.0457
H 29.506 13.411 1.175 1.3 2.3 -1.3 0.0186
O 30.798 12.398 3.764 0.4 -4.4 -1.9 -0.0594
H 31.346 11.505 3.721 -1.5 3.1 0.4 0.1424
H 31.183 12.946 4.397 1.2 1.3 1.6 -0.0023
O 24.931 6.125 6.613 1.8 -2.3 0.1 -0.1033
H 25.695 5.457 6.360 -2.5 1.8 1.0 0.1287
H 24.350 5.665 7.262 0.7 0.2 -0.8 0.0672
O 25.313 16.009 6.903 -5.7 -11.5 6.5 0.0058
H 24.248 15.912 6.970 3.5 0.2 0.0 0.0825
H 25.453 16.700 6.495 2.3 11.2 -6.5 -0.1085
O 26.089 13.460 13.795 3.2 -0.5 -0.7 -0.0113
H 25.177 13.413 13.811 -3.1 0.1 0.3 -0.0225
H 26.373 13.868 14.604 -0.1 0.4 0.6 0.0674
O 22.635 10.952 7.326 3.8 -4.9 -5.7 0.0139
H 22.386 11.722 7.583 -3.7 7.6 4.8 -0.1130
H 22.970 11.470 6.498 -0.1 -2.7 0.8 0.1093
O 28.027 7.500 9.605 -1.8 -0.4 -0.1 -0.0316
H 28.822 7.362 9.133 1.3 0.0 -0.5 0.0127
H 28.084 8.295 10.134 0.3 0.4 0.5 -0.0204
O 24.599 8.169 8.853 0.7 0.2 0.1 -0.0415
H 25.333 7.570 8.659 0.1 0.1 0.0 0.0295
H 23.891 7.570 9.065 -0.7 -0.2 0.2 0.0484
O 24.875 9.515 11.713 1.4 -1.5 -2.4 -0.0611
H 24.903 9.182 10.754 0.1 0.1 1.8 0.0490
H 24.229 10.181 11.589 -1.4 1.4 0.4 -0.0289
O 26.354 11.975 2.573 2.7 1.4 0.8 -0.1063
H 27.338 12.343 2.616 -3.0 -1.3 -0.8 0.0485
H 26.403 11.074 2.248 0.3 -0.1 -0.2 0.0215
O 31.798 13.190 7.999 -2.5 2.5 -0.5 -0.1530
H 31.078 13.764 8.536 2.6 -2.0 -2.1 0.1064
H 31.773 13.539 7.037 0.0 -0.5 2.6 0.0484
O 24.985 6.864 3.946 1.2 1.4 -3.6 -0.0519
H 24.702 6.501 4.733 -0.7 -1.4 2.6 -0.0652
H 25.785 6.419 3.598 -0.8 0.2 0.8 0.0157
O 26.257 16.258 12.633 -0.2 -2.4 -1.6 -0.1437
H 25.526 15.525 12.591 2.4 1.8 0.0 0.0369
H 27.032 15.908 12.051 -2.2 0.6 1.6 0.0649
O 27.747 6.656 3.625 -0.3 3.7 -2.1 -0.1046
H 27.868 7.581 3.064 -0.2 -3.8 2.3 0.1565
H 28.609 6.327 3.858 0.7 0.0 -0.2 0.0291
O 22.105 10.822 12.118 -2.0 -2.0 0.4 -0.1226
H 21.278 11.139 11.655 1.2 -0.4 0.4 0.0251
H 21.805 9.915 12.508 0.9 2.5 -1.0 0.1037
O 24.105 14.894 4.443 -1.0 1.6 -2.8 0.0244
H 23.880 14.037 4.661 -1.0 -3.0 0.2 -0.0049
H 24.583 15.146 5.176 2.0 1.3 2.6 -0.0663
O 20.270 11.873 9.843 -1.0 0.6 0.4 -0.0439
H 19.432 12.366 9.979 0.4 -0.7 0.0 0.0735
H 20.795 12.562 9.440 0.6 0.2 -0.2 0.0132
O 29.482 11.669 10.384 1.8 -2.1 -0.5 -0.0480
H 29.115 10.840 10.750 0.1 0.6 0.1 0.0099
H 28.843 12.330 10.483 -1.6 1.6 0.8 -0.0416
O 28.023 9.519 11.593 2.2 -1.6 2.3 -0.0753
H 27.140 9.845 11.676 -1.5 0.2 0.5 0.0090
H 28.300 9.117 12.517 -1.1 1.3 -2.9 0.1599
```
Forces are in eV/Å.

Summary:
- ΔE to the lowest compared entry with this formula, charge and spin (kcal per mole) = 43.7
- HOMO level (eV) = -12.51
- net charge = +1
- energy (eV) = -65271.92630
- strongest force on any atom (eV Å⁻¹) = 14.375
- Kohn-Sham gap (eV) = 10.081